{"formula": "C8H32N11O11", "method": "ωB97M-V/def2-TZVPD", "relative_energy_kcal_mol": 77.1, "molar_mass_g_mol": 458.4, "total_charge": -1, "elements": ["N", "O", "O", "O", "C", "O", "H", "H", "H", "H", "C", "O", "H", "H", "H", "H", "C", "O", "H", "H", "H", "H", "C", "O", "N", "N", "H", "H", "H", "H", "C", "O", "N", "N", "H", "H", "H", "H", "C", "O", "N", "N", "H", "H", "H", "H", "C", "O", "N", "N", "H", "H", "H", "H", "C", "O", "N", "N", "H", "H", "H", "H"], "xyz": [[0.358070, -0.059327, 0.102026], [0.329002, 1.079292, 0.546366], [-0.072299, -0.307999, -1.007767], [0.683960, -0.980171, 0.858865], [-2.988642, -1.173000, 0.475815], [-3.873732, -2.221720, 0.895593], [-3.443127, -0.186308, 0.565181], [-2.142583, -1.194521, 1.162694], [-2.584821, -1.256322, -0.533183], [-4.483971, -2.468868, 0.196933], [2.100654, -2.968034, -2.945696], [2.255155, -2.716613, -1.528224], [1.316430, -3.725046, -2.940671], [1.696046, -2.047944, -3.367386], [3.029430, -3.360488, -3.359756], [1.919984, -1.863294, -1.243432], [3.849997, 0.406049, -0.101713], [3.806995, 0.100418, 1.341227], [4.530777, 1.219727, -0.351841], [4.214667, -0.484382, -0.613812], [2.883993, 0.727366, -0.491193], [2.923915, -0.195420, 1.574135], [-0.829511, -0.349687, -4.452273], [-0.882740, -0.381297, -5.678319], [-1.651259, -0.884278, -3.640934], [0.153772, 0.142497, -3.746930], [-2.439441, -1.424438, -3.968177], [-1.486513, -0.719205, -2.658226], [0.925673, 0.324366, -4.372382], [0.140769, 0.118164, -2.737301], [-0.268899, 0.763632, 4.055921], [-0.577167, 0.960871, 5.209990], [-0.204001, 1.746082, 3.179932], [0.050571, -0.415112, 3.611181], [0.089405, 1.625805, 2.221004], [-0.390754, 2.702851, 3.444147], [0.025739, -1.229362, 4.208247], [0.174169, -0.561614, 2.619541], [1.083668, 4.730410, -0.666738], [1.527070, 5.656310, -1.295280], [0.104055, 4.739803, 0.145382], [1.477397, 3.491456, -0.751210], [-0.402871, 3.897974, 0.378722], [-0.401436, 5.613916, 0.167464], [1.147584, 2.749557, -0.150456], [2.210038, 3.429091, -1.443629], [-2.501003, 2.899786, -0.868219], [-3.497593, 3.495761, -1.231978], [-1.529212, 2.604779, -1.614434], [-2.291734, 2.569999, 0.367021], [-0.853669, 1.886702, -1.395128], [-1.548814, 2.833094, -2.598097], [-3.040749, 2.807748, 1.001496], [-1.562178, 1.914466, 0.608099], [0.095395, -3.929258, 3.271395], [-0.063401, -3.137110, 4.198638], [0.343052, -3.615168, 2.041036], [-0.090379, -5.168488, 3.393399], [0.654015, -4.314123, 1.381607], [0.326220, -2.671875, 1.680437], [0.049023, -5.710856, 2.552865], [-0.374187, -5.516646, 4.298025]], "forces_ev_per_a": [[-0.926, -1.320, 1.618], [0.374, 1.893, -0.196], [-0.210, -0.266, -1.871], [0.937, -0.455, -0.258], [-0.074, -0.003, 0.452], [0.419, 0.199, -0.200], [-0.240, 0.029, -0.001], [-0.013, -0.085, 0.041], [-0.175, -0.394, -0.129], [0.076, 0.243, -0.133], [-1.140, 0.417, 1.951], [0.895, -0.430, 0.138], [0.056, -0.183, -0.822], [0.367, -0.261, -0.741], [-0.085, 0.349, -0.107], [-0.187, 0.006, -0.369], [-0.082, -0.673, 1.208], [0.472, 0.892, -1.564], [0.172, 0.046, 0.655], [-0.230, -0.032, -0.212], [-0.200, -0.218, 0.066], [-0.226, -0.051, -0.139], [0.885, -0.027, -3.194], [0.006, 0.086, -0.245], [-4.986, -2.679, 2.932], [3.488, 2.264, -0.461], [0.122, 0.363, 0.217], [-0.632, -0.568, -0.119], [0.431, 0.532, 0.931], [0.800, 0.134, -0.358], [-0.297, 0.471, 1.745], [-0.583, 0.510, 2.005], [-0.082, 3.096, -2.539], [0.729, -2.663, -1.476], [0.103, -0.293, 0.541], [-0.015, -0.500, 0.413], [-0.147, 0.020, -0.095], [0.175, -0.078, 0.369], [0.892, -0.299, -1.304], [0.902, 1.664, -0.914], [-5.142, 2.612, 4.001], [3.278, -2.934, -2.045], [-0.069, 0.417, -0.064], [-0.229, -0.260, 0.311], [0.463, 0.012, -0.435], [0.094, -1.011, 0.378], [-3.636, 1.754, 0.088], [-1.188, 0.860, -0.416], [5.048, -1.815, -5.360], [-0.144, -0.875, 4.665], [-0.020, 0.237, 0.290], [-0.302, 0.046, 0.227], [0.309, -0.419, 0.119], [-0.256, 0.104, 0.342], [-0.669, 4.642, 2.050], [0.111, 0.238, 0.405], [1.339, 1.964, -4.447], [-0.610, -6.555, 1.277], [-0.145, 0.346, 0.063], [0.208, -0.154, 0.304], [-0.436, -0.634, 0.864], [0.223, -0.312, -0.453]]}